The following is a DFT calculation (wB97M-V/def2-TZVPD) of 2 unconnected molecules or ions with the total composition C10H13N2O.

Each line ends with the Mulliken charge.
CARTESIAN COORDINATES (ANGSTROEM)
1 C -1.70905 -3.48138 2.15061  -0.22
2 C -2.72714 -2.81516 1.60178  -0.71
3 C -0.35166 -3.19664 1.76814  -0.41
4 C -2.54921 -1.76778 0.55282  -0.47
5 C -0.05935 -2.23022 0.88117  -0.53
6 C -1.10205 -1.43211 0.26772  0.18
7 C -0.76256 -0.49342 -0.58045  0.31
8 C 2.62311 2.87023 -0.49987  -0.39
9 C 2.44595 2.70448 -2.02192  -0.27
10 C 0.42743 2.67110 -1.07134  0.09
11 N -0.31346 0.45991 -1.21497  -0.50
12 N 1.24183 2.82782 -0.05080  -0.03
13 O 1.02279 2.65265 -2.22597  -0.33
14 H -1.87539 -4.24472 2.89556  0.38
15 H -3.74970 -3.02107 1.88006  0.38
16 H 0.43992 -3.77392 2.21950  0.40
17 H -3.02010 -2.13329 -0.36968  0.35
18 H 0.96197 -2.00891 0.60956  0.36
19 H 3.21051 2.06559 -0.05271  0.28
20 H 3.07461 3.82919 -0.23285  0.31
21 H 2.83168 3.54750 -2.59910  0.29
22 H 2.88256 1.78053 -2.40896  0.28
23 H -0.64260 2.78937 -1.03430  0.48
24 H -0.17311 0.37237 -2.21881  0.21
25 H -3.09651 -0.86487 0.83864  0.35
26 H 0.96953 2.89275 0.91619  0.24

Cartesian forces, eV/Å:
-0.821 0.069 0.027
0.179 -0.233 0.283
0.619 0.519 -0.523
-0.249 0.106 -0.264
0.463 -0.552 0.434
-0.385 0.193 -0.271
0.398 -0.220 0.191
0.635 0.041 -0.009
0.963 -0.013 -0.054
0.190 0.467 0.631
-0.048 0.387 -0.077
-0.534 -0.100 -0.642
-0.718 0.025 0.093
-0.133 -0.036 0.034
-0.073 -0.086 0.088
0.148 0.000 -0.003
-0.019 0.095 0.098
0.115 -0.059 0.016
-0.093 0.070 -0.075
-0.052 -0.144 -0.037
-0.119 -0.134 0.123
-0.148 0.126 0.100
0.064 -0.032 0.048
-0.110 -0.447 -0.139
-0.050 -0.040 -0.033
-0.221 -0.001 -0.039

Properties
LUMO level in hartree: -0.116
E in Ha: -573.2740
Total charge: +1
Highest occupied orbital energy in eV: -10.4
HOMO-LUMO gap in Ha: 0.2665

=====

The following is a DFT calculation (wB97M-V/def2-TZVPD) of 10 unconnected molecules or ions with the total composition C43H115F4N8O15PS4 in a non-equilibrium geometry.

Each line ends with the Mulliken charge.
CARTESIAN COORDINATES (ANGSTROEM)
1 C -0.39030 -1.24700 -0.24298  -0.94
2 C -0.16504 -1.44475 -1.72757  0.98
3 C 1.23391 -2.06375 -2.03378  -0.05
4 O -1.18588 -2.19716 -2.22780  0.14
5 H -0.88178 -0.32032 0.05332  0.17
6 H 0.62093 -1.23946 0.16377  0.18
7 H -0.87909 -2.10634 0.21606  -0.20
8 H -0.22362 -0.44046 -2.14720  -0.11
9 H 2.04066 -1.40558 -1.71120  0.61
10 H 1.31429 -2.27121 -3.10083  -0.59
11 H 1.37237 -3.01804 -1.52560  -0.34
12 C 4.24076 -3.62703 2.76769  -1.69
13 C 2.83515 -3.31179 2.29479  0.60
14 C 2.06725 -2.18644 2.98206  -1.07
15 O 0.78063 -1.97834 2.43794  -0.02
16 C 0.04921 -0.83220 2.98905  -1.14
17 N 3.01227 -2.94994 0.83428  0.11
18 H 3.56471 -3.62558 0.32592  0.52
19 H 2.15433 -2.86125 0.30875  -0.70
20 H 3.45382 -2.04811 0.72549  0.53
21 H 4.86087 -4.34399 2.22961  0.48
22 H 4.07547 -4.00176 3.77781  0.41
23 H 4.96050 -2.80861 2.78373  0.42
24 H 2.20782 -4.19973 2.37305  0.13
25 H 2.61354 -1.24803 2.88700  0.36
26 H 1.94097 -2.37271 4.04858  0.52
27 H 0.20232 -0.86935 4.06761  0.54
28 H -1.02832 -0.88663 2.83388  0.39
29 H 0.39055 0.17213 2.73821  0.31
30 C 0.17439 -3.32721 -6.15418  -0.91
31 C -1.27541 -2.94283 -6.14714  0.68
32 C -2.04618 -3.44933 -7.39620  -0.80
33 O -1.36159 -3.04686 -8.55770  -0.42
34 C -1.30379 -1.60032 -8.94262  -0.43
35 N -1.91731 -3.53527 -4.90675  -0.02
36 H -1.47166 -3.35830 -4.01784  -0.32
37 H -2.88897 -3.29261 -4.77598  0.39
38 H -1.93867 -4.54474 -4.93163  0.54
39 H 0.53042 -3.08348 -5.15321  0.08
40 H 0.73993 -2.69463 -6.83837  0.31
41 H 0.43546 -4.37512 -6.30193  0.38
42 H -1.37388 -1.88008 -5.92584  -0.27
43 H -3.05898 -3.04767 -7.42799  0.45
44 H -2.00783 -4.53806 -7.43214  0.43
45 H -2.22620 -1.06968 -8.70667  0.22
46 H -1.15435 -1.51577 -10.01901  0.38
47 H -0.58933 -1.12832 -8.26817  0.02
48 C -3.04286 1.74403 -8.33326  -1.50
49 C -2.03834 2.49067 -7.52704  0.29
50 C -0.80702 1.68995 -7.05908  -0.75
51 O -1.14971 0.64713 -6.15736  -0.25
52 C -0.03178 0.23126 -5.30458  -0.09
53 N -1.58615 3.73595 -8.34764  -0.24
54 H -1.19714 3.58531 -9.26747  0.36
55 H -2.44264 4.25187 -8.49029  0.40
56 H -0.88564 4.31404 -7.90583  0.35
57 H -3.47787 0.96667 -7.70511  0.25
58 H -2.58033 1.35422 -9.24002  0.39
59 H -3.88239 2.38870 -8.59343  0.57
60 H -2.58797 2.84027 -6.65309  0.14
61 H -0.04684 2.37166 -6.67764  0.37
62 H -0.21682 1.23893 -7.85679  0.43
63 H 0.21405 1.06619 -4.64841  0.60
64 H 0.84343 -0.07521 -5.87746  0.38
65 H -0.37681 -0.59962 -4.68921  -0.76
66 C 2.17783 1.87122 -2.80238  -0.93
67 C 3.17932 3.01480 -2.91483  -0.14
68 C 2.92836 4.23352 -1.95266  -0.86
69 O 1.69536 4.89704 -2.37963  -0.25
70 C 1.36024 5.99080 -1.60088  -0.68
71 N 4.58752 2.41534 -2.85845  0.12
72 H 4.68194 1.74504 -3.60805  0.05
73 H 5.27540 3.11554 -3.09644  0.48
74 H 4.67241 2.00229 -1.94069  0.43
75 H 2.16299 1.23864 -3.68992  -0.07
76 H 1.14784 2.22194 -2.86741  0.71
77 H 2.20133 1.26170 -1.89903  0.42
78 H 3.14579 3.44856 -3.91425  0.31
79 H 3.70767 4.98870 -2.05514  0.49
80 H 2.99436 3.88042 -0.92355  0.33
81 H 1.33926 5.78150 -0.53137  0.22
82 H 0.38528 6.30505 -1.97342  0.24
83 H 2.12834 6.74701 -1.76297  0.35
84 C 0.63759 -6.02411 -1.77626  -1.29
85 C -0.62003 -5.91112 -0.90464  0.37
86 C -0.28827 -5.26645 0.48486  0.23
87 O 0.74357 -5.87479 1.29738  -0.33
88 C 0.24151 -7.16178 1.83172  -0.88
89 N -1.71543 -5.06684 -1.69921  0.28
90 H -1.34749 -4.15011 -1.90977  -0.32
91 H -1.92980 -5.39853 -2.62879  0.52
92 H -2.53346 -4.82919 -1.15657  0.15
93 H 0.47436 -6.66675 -2.64139  0.43
94 H 1.45486 -6.38756 -1.15330  0.35
95 H 0.92196 -5.06194 -2.20223  0.16
96 H -1.15766 -6.85864 -0.94015  0.54
97 H -1.19749 -5.11716 1.06720  0.56
98 H 0.10486 -4.25281 0.40692  -0.66
99 H -0.78481 -7.17257 2.19868  0.38
100 H 0.80210 -7.43665 2.72518  0.32
101 H 0.37842 -7.96479 1.10748  0.31
102 C -6.67248 -1.56179 -1.18249  -1.41
103 C -5.26242 -0.95193 -1.42272  0.08
104 C -4.69795 -0.01234 -0.34375  -0.57
105 O -5.47922 1.15744 -0.49137  -0.39
106 C -5.38020 2.14909 0.52097  -0.43
107 N -4.27870 -2.12135 -1.87393  0.60
108 H -4.40860 -2.38273 -2.84084  0.54
109 H -3.27203 -2.03991 -1.88332  -0.25
110 H -4.44866 -2.98753 -1.38309  -0.11
111 H -7.38260 -0.74350 -1.06317  0.45
112 H -6.71272 -2.23454 -0.32582  0.26
113 H -6.99316 -2.04414 -2.10586  0.42
114 H -5.35507 -0.31381 -2.30153  0.37
115 H -3.64984 0.18570 -0.56814  0.45
116 H -4.84265 -0.58928 0.56965  0.41
117 H -5.98208 1.92186 1.40086  0.30
118 H -5.78387 3.05884 0.07655  0.27
119 H -4.32380 2.22453 0.77868  0.02
120 C 4.44320 -0.49151 5.54001  -1.33
121 C 4.33309 0.99457 5.89058  -0.52
122 C 2.91154 1.56033 5.78260  0.19
123 C 2.85815 3.04850 6.08644  -1.25
124 P 1.17933 3.74213 6.17416  -0.17
125 C 0.17732 2.92931 7.53939  -0.68
126 C 0.92030 2.66665 8.80173  -0.74
127 C 0.39925 1.55747 9.73082  -0.88
128 C 0.67896 0.09172 9.39126  -1.11
129 C 0.20506 3.58684 4.61586  -0.52
130 C 1.07479 3.68805 3.39105  -0.77
131 C 0.42329 3.96627 2.01069  -0.16
132 C -0.68112 2.99800 1.68749  -1.03
133 C 1.32935 5.47330 6.64408  -0.52
134 C 0.03727 6.28497 6.45582  -0.88
135 C -0.31094 7.42839 7.43790  -0.74
136 C -0.44466 6.97527 8.87917  -1.13
137 H 3.80746 -1.14905 6.13295  0.33
138 H 5.44737 -0.83569 5.78754  0.47
139 H 4.36707 -0.83412 4.50805  0.15
140 H 5.05056 1.54309 5.28029  0.38
141 H 4.58177 1.06972 6.94917  0.35
142 H 2.24491 0.94612 6.38795  0.28
143 H 2.58421 1.33799 4.76696  -0.36
144 H 3.38309 3.59452 5.30261  0.72
145 H 3.52209 3.26396 6.92361  0.76
146 H -0.14733 1.94676 7.19689  0.58
147 H -0.66751 3.61410 7.61314  0.65
148 H 0.92994 3.60748 9.35205  0.32
149 H 2.00837 2.62489 8.75210  0.46
150 H -0.65915 1.66832 9.96661  0.36
151 H 0.83945 1.79371 10.69959  0.43
152 H 0.33565 -0.56238 10.19274  0.40
153 H 1.73213 -0.12395 9.21116  0.25
154 H 0.06784 -0.13629 8.51797  0.28
155 H -0.56192 4.36048 4.65222  0.72
156 H -0.27017 2.60649 4.58169  0.45
157 H 1.63704 2.75738 3.31479  -0.03
158 H 1.75255 4.53423 3.50383  0.49
159 H 1.23454 3.93331 1.28345  -0.08
160 H -0.01362 4.96451 1.98370  0.41
161 H -0.26544 1.99153 1.63929  -0.12
162 H -1.18061 3.08567 0.72264  0.46
163 H -1.35775 2.78524 2.51514  0.38
164 H 2.23116 5.85613 6.16630  0.74
165 H 1.62537 5.42095 7.69181  0.47
166 H -0.84330 5.64255 6.45484  0.42
167 H -0.04672 6.68073 5.44368  0.41
168 H -1.21940 7.86921 7.02744  0.38
169 H 0.36105 8.28166 7.52985  0.33
170 H -1.18383 6.18107 8.98392  0.29
171 H -0.75377 7.81854 9.49678  0.40
172 H 0.52455 6.66795 9.27198  0.29
173 N 4.87279 0.56547 -4.89635  -0.45
174 S 4.10935 0.70969 -6.43416  0.93
175 O 2.89256 1.47368 -6.35426  -0.47
176 O 4.25153 -0.27850 -7.48331  -0.52
177 F 5.11939 1.85812 -6.98105  -0.31
178 S 4.38438 -0.90498 -4.70541  0.84
179 O 5.32256 -2.00710 -5.01527  -0.59
180 O 2.92345 -1.09458 -4.82488  -0.21
181 F 4.58213 -0.87413 -3.07961  -0.35
182 N -4.33364 -4.37118 -0.24223  -0.43
183 S -5.70452 -5.34453 -0.25859  0.88
184 O -6.92847 -4.62369 -0.65627  -0.53
185 O -5.77143 -6.43403 0.69345  -0.51
186 F -5.31753 -6.13422 -1.61207  -0.31
187 S -4.43257 -4.04337 1.21198  0.80
188 O -3.81027 -4.97792 2.14978  -0.57
189 O -5.64303 -3.35355 1.67360  -0.62
190 F -3.39089 -2.82172 1.17022  -0.12

Cartesian forces, eV/Å:
1.333 -0.192 0.502
-0.193 -0.177 0.212
-0.835 0.475 0.059
-1.531 -2.035 -1.567
-0.170 -0.068 -0.162
-0.017 0.416 0.676
-0.198 0.039 -0.097
0.496 0.437 -0.530
0.179 0.171 -0.240
0.247 0.177 0.014
-0.266 -0.287 0.190
0.213 0.221 1.344
0.058 -0.141 -0.646
-0.147 1.096 0.464
-0.754 0.446 -0.720
0.808 -0.890 1.241
-0.815 0.034 -0.292
0.428 -0.450 -0.002
-0.866 0.011 -0.056
0.473 0.398 0.183
-0.914 -0.646 -0.353
0.641 -0.021 0.134
-0.515 0.695 0.354
0.031 -0.174 -0.546
0.485 0.231 0.073
0.445 -0.343 0.188
-0.178 -0.131 0.303
0.268 -0.515 -0.494
0.476 -0.192 -0.853
0.626 0.427 0.893
-0.412 -0.416 -0.069
0.840 1.532 -0.367
0.167 1.245 -0.948
-0.785 -1.460 1.612
-0.711 -1.316 -0.126
1.012 1.545 0.993
-0.411 0.519 -0.310
0.116 -0.713 -0.720
0.452 0.146 0.092
-0.076 -0.235 -0.098
-0.424 -0.047 -0.425
-0.079 0.081 -0.662
-0.378 -0.238 0.236
-0.281 -0.076 0.131
-0.528 -0.379 -0.024
0.513 -0.306 0.333
0.604 0.099 -0.593
-0.250 -0.100 -0.469
0.714 -0.396 0.377
0.850 -0.329 -0.190
0.146 0.339 0.297
-0.706 0.542 -0.440
-0.437 -0.696 0.766
0.030 -0.851 -0.602
-0.222 0.701 -0.092
0.075 0.369 0.713
0.247 -0.210 -0.199
-0.260 -0.303 -0.026
-0.031 0.055 -0.183
0.473 0.614 0.122
-0.135 0.321 0.843
-0.420 -0.092 -0.824
0.143 -0.045 -0.049
-0.027 0.115 -0.106
-0.119 0.100 -0.027
-0.899 0.117 -0.566
-0.544 0.690 -0.526
-0.176 0.107 -1.255
1.532 -3.277 0.132
0.224 0.928 0.137
-1.639 1.841 0.924
-0.105 -1.510 -0.856
0.544 0.411 0.601
0.851 -0.242 0.113
0.844 -0.311 0.091
0.067 0.720 0.404
0.461 0.052 0.094
-0.272 -0.172 -0.127
0.423 -0.071 -0.127
-0.774 0.124 0.394
-0.248 -0.195 0.129
0.139 0.287 0.296
-0.209 0.542 0.093
-0.610 0.284 -0.181
-0.067 0.121 -1.182
0.085 0.504 0.672
-2.128 -1.410 -0.605
0.769 -0.075 0.333
1.933 0.239 0.813
0.937 1.915 0.157
-0.334 -1.138 0.234
-1.140 -0.573 0.559
0.117 -0.332 0.199
-0.051 -0.163 -0.173
0.077 0.236 0.261
0.419 -0.225 1.058
-0.264 -0.425 0.158
-0.102 0.200 -0.870
-0.256 0.678 -0.477
0.456 0.311 -0.232
-0.025 0.133 -0.157
0.959 0.537 -0.230
-0.458 -0.173 -1.164
-0.782 -0.937 -0.520
-0.144 -0.756 -0.175
0.118 -0.348 -0.260
-0.833 0.859 -0.486
-0.975 0.366 -0.450
1.486 1.153 0.787
-0.491 -0.615 1.091
0.205 0.110 0.278
-0.027 0.030 -0.145
0.025 -0.394 0.144
0.213 -0.155 -0.239
0.313 0.061 0.297
0.221 0.637 0.710
0.072 -0.255 0.072
0.297 0.027 0.088
0.038 0.503 0.286
0.703 -0.703 0.347
-0.594 -0.660 0.210
0.267 -0.822 -0.837
0.134 -0.157 -0.691
-0.729 -0.576 1.340
0.720 -0.365 -2.080
0.728 1.164 1.851
0.275 0.227 0.973
-0.424 0.588 -0.362
0.199 -0.388 0.205
0.489 0.861 -1.101
-0.642 0.136 0.787
0.326 -2.000 -0.012
0.057 0.048 0.135
-0.269 0.720 -0.344
0.299 0.019 0.197
-0.396 0.053 -0.027
-0.333 0.238 0.109
0.171 0.137 0.211
-0.449 0.668 -0.341
-0.054 0.280 0.165
0.516 0.184 -0.033
-0.021 0.199 0.472
-0.253 0.319 -0.318
-0.153 0.075 -0.424
-0.667 0.190 0.644
-0.388 0.143 -0.601
-0.234 -0.244 0.356
-0.637 0.135 0.501
0.227 -0.852 -0.849
-0.225 0.139 -0.468
0.275 -0.121 0.072
0.016 0.113 0.007
0.006 0.082 -0.113
0.222 -0.463 -0.253
-0.074 -0.010 0.084
-0.269 0.040 0.466
0.319 0.084 -0.051
0.475 -0.157 0.181
-0.107 0.007 -0.159
0.279 0.261 0.143
0.551 -0.315 -0.358
-0.207 0.578 0.264
-0.580 0.944 -0.104
-0.190 0.381 -0.320
-0.141 -0.015 0.295
-0.043 -0.437 0.480
0.564 0.146 -0.193
-0.255 -0.108 0.300
0.581 -0.200 -0.874
0.046 -0.134 0.199
-0.107 -0.096 0.032
-0.018 -0.231 0.055
-1.476 -0.240 -3.657
1.797 4.125 -3.655
-0.106 -0.775 0.739
-0.317 0.353 2.592
-0.472 -0.856 0.910
1.102 -6.071 3.565
-2.759 2.982 -0.084
2.213 0.274 -0.308
-0.364 0.297 0.080
-1.654 -2.608 -3.476
-4.642 -2.895 -3.136
3.300 -1.192 1.045
0.592 2.416 -1.004
0.395 0.712 0.259
1.134 3.153 9.907
-0.760 1.410 -2.061
1.692 -1.532 -1.408
0.570 0.248 -0.312

Properties
LUMO level in hartree: -0.300
E in Ha: -5605.9857
Total charge: +4
Highest occupied orbital energy in eV: -16.3
HOMO-LUMO gap in Ha: 0.2972

=====

What is the highest occupied orbital energy in the first record? -10.4 eV

=====

The highest HOMO-LUMO gap belongs to which entry? C43H115F4N8O15PS4

=====

Number 1 is which compound? C10H13N2O